(1)
71
Properties=species:S:1:pos:R:3:forces:R:3:lowdin_charge:R:1 method="wB97M-V/def2-TZVPD" spin_multiplicity=2 e_tot_ha=-8220.3827 fmax_ev_per_a=0.6 lumo_ev="-9.38 / -10.17" s_squared=0.759 de_lowest_ev=0.000 total_charge=+3 homo_ev="-16.461 / -16.753" gap_ha="0.2602 / 0.2420"
Os 1.704139 1.296044 -0.200504 -0.09 -0.02 0.16 0.67
C 3.577480 1.127316 -2.627201 -0.03 0.01 -0.03 -0.15
C 3.438957 2.600545 -2.306706 0.00 0.00 0.01 -0.15
N 3.160169 2.801259 -0.855646 -0.03 0.03 0.00 -0.20
C 4.354544 2.802116 0.043385 -0.02 0.01 0.00 -0.21
C 4.879155 1.409781 0.338497 -0.01 -0.01 -0.02 -0.34
S 3.494529 0.249331 0.701369 -0.01 -0.06 0.00 0.88
C 3.801425 -1.112532 -0.485193 -0.02 -0.01 -0.01 -0.33
C 2.876108 -1.051318 -1.701057 0.03 0.02 0.01 -0.23
N 2.451548 0.346010 -2.018525 -0.05 -0.02 -0.04 -0.21
H 4.510203 0.723657 -2.242799 0.00 0.01 0.01 0.11
H 3.594812 0.978506 -3.707262 0.01 -0.01 0.00 0.15
H 2.599060 3.028513 -2.856454 0.00 0.00 0.00 0.14
H 4.337291 3.142150 -2.610099 0.00 0.00 0.01 0.15
H 2.749613 3.728205 -0.764824 0.01 0.01 -0.01 0.13
H 4.044558 3.288739 0.967793 -0.01 -0.01 0.00 0.13
H 5.152297 3.404089 -0.397500 0.00 0.00 0.00 0.15
H 5.507062 1.427134 1.228266 0.00 0.01 0.00 0.11
H 5.473672 0.999247 -0.473165 0.01 0.00 0.00 0.08
H 3.625751 -2.033317 0.070263 0.01 0.00 0.01 0.10
H 4.858713 -1.082088 -0.744052 0.00 -0.01 0.00 0.10
H 1.972219 -1.626301 -1.507411 0.01 0.01 -0.01 0.10
H 3.380061 -1.489845 -2.565057 0.01 -0.01 0.00 0.14
H 1.717788 0.277953 -2.719121 0.00 0.00 0.03 0.13
Se 0.714300 1.863365 1.951548 0.01 0.04 -0.03 0.81
C -0.837354 2.812343 1.350917 0.07 0.04 0.07 -0.60
C -1.879767 3.054647 2.227493 0.06 0.03 -0.01 -0.08
C -2.975118 3.758488 1.737484 -0.09 -0.04 -0.02 -0.10
N -3.080682 4.171552 0.477904 0.02 -0.01 0.00 0.10
C -2.063138 3.948117 -0.346424 0.08 0.01 -0.04 -0.12
C -0.907442 3.282244 0.045914 -0.14 -0.01 0.14 -0.14
H -1.844850 2.740089 3.262446 -0.01 -0.03 -0.02 0.12
H -3.807230 3.992962 2.391781 0.00 0.00 -0.01 0.13
H -2.163307 4.335056 -1.354475 -0.01 -0.01 -0.01 0.12
H -0.069410 3.191583 -0.643622 0.09 -0.02 -0.12 0.07
C -4.583358 -2.821831 -0.555766 0.13 0.00 0.07 -0.18
Ge -3.469601 -1.793260 -1.723617 -0.23 0.11 -0.07 1.07
C -4.292707 -0.530783 -2.920520 0.04 0.00 0.04 -0.19
C -1.859205 -2.629264 -2.371306 0.02 0.10 -0.05 -0.19
Ge 0.133746 -0.410208 0.674661 -0.12 -0.18 -0.09 0.84
C 0.796026 -1.863246 1.764737 -0.02 0.04 0.01 -0.40
C 0.420519 -3.173939 1.456177 0.03 -0.01 0.00 -0.13
C 0.950899 -4.247233 2.156609 0.00 0.00 0.02 -0.05
C 1.842641 -4.020673 3.196795 -0.01 0.00 -0.01 -0.03
C 2.195096 -2.721919 3.540961 -0.02 0.00 0.00 -0.04
C 1.681723 -1.649889 2.825682 0.01 0.04 -0.02 -0.15
C -1.836277 -0.507910 0.634618 -0.23 0.50 0.33 -0.36
C -2.671686 0.369038 -0.111170 0.52 -0.31 -0.01 -0.20
C -3.954670 0.690760 0.333629 0.06 0.00 -0.21 -0.09
C -4.439664 0.142017 1.507699 -0.13 -0.10 0.15 -0.04
C -3.661300 -0.753447 2.228444 -0.15 -0.09 -0.02 -0.03
C -2.380218 -1.071466 1.801716 0.26 -0.07 -0.14 -0.10
H -5.121149 -3.518998 -1.207667 0.02 0.00 -0.05 0.06
H -5.318116 -2.204339 -0.053742 -0.09 0.07 0.09 0.04
H -4.008456 -3.402063 0.161168 0.00 0.00 0.04 0.04
H -4.670231 -1.100580 -3.775134 0.01 -0.04 0.01 0.05
H -3.577358 0.196722 -3.298582 0.00 0.02 0.01 0.04
H -5.132681 -0.028988 -2.447841 -0.02 0.02 0.01 0.04
H -2.217615 -3.481341 -2.959843 0.00 0.01 -0.02 0.06
H -1.222305 -3.027478 -1.589854 0.04 -0.02 0.14 0.01
H -1.299417 -1.978821 -3.040333 0.00 0.02 0.02 0.03
H -0.309050 -3.367962 0.681533 -0.06 -0.03 -0.15 0.09
H 0.657892 -5.257638 1.904655 -0.01 0.00 0.00 0.12
H 2.245645 -4.855625 3.754121 0.00 0.00 0.00 0.13
H 2.858100 -2.544745 4.377419 0.00 0.00 -0.01 0.12
H 1.946255 -0.645251 3.132915 0.03 0.01 -0.01 0.07
H -2.262112 0.913423 -0.955956 -0.01 -0.04 -0.05 0.10
H -4.546867 1.415697 -0.210409 -0.01 -0.04 -0.07 0.13
H -5.421123 0.420212 1.871085 0.01 -0.01 -0.01 0.13
H -4.047936 -1.191968 3.139737 0.03 0.02 0.01 0.13
H -1.772628 -1.732659 2.409388 -0.04 0.02 0.01 0.11

=====

(2)
68
Properties=species:S:1:pos:R:3:forces:R:3:lowdin_charge:R:1 method="wB97M-V/def2-TZVPD" e_tot_ha=-1326.8997 fmax_ev_per_a=18.9 lumo_ev=0.07 de_lowest_ev=23.340 homo_ev=-7.628 gap_ha=0.2827
C 3.980894 -1.988571 -3.201500 -1.44 0.35 1.68 0.01
H 4.120397 -0.887277 -3.433492 0.18 -1.35 0.59 0.09
O 2.524272 -2.097090 -2.584062 2.60 0.80 -3.25 -0.15
C 1.537653 -1.681164 -3.478329 -1.94 0.82 -2.18 -0.18
C 1.597451 -1.056698 -4.885979 14.17 -4.74 9.88 -0.06
C 0.606047 -0.916924 -5.569432 -3.62 2.35 -6.31 -0.24
C -0.511246 -1.083351 -4.978824 -13.39 -1.05 1.48 -0.14
C -0.936401 -1.563237 -3.707554 4.57 0.28 -0.61 0.02
C 0.226384 -1.897045 -2.995470 1.29 -0.08 3.10 -0.13
C 0.238129 -2.368621 -1.482336 -0.86 -5.02 -1.80 -0.10
N -1.167366 -2.627832 -0.989100 2.42 9.76 -5.24 -0.14
C -1.522227 -3.609380 -0.206187 9.65 -0.33 2.88 -0.17
C -0.819356 -3.168700 1.243810 4.83 -12.33 -0.92 -0.25
C -1.270999 -2.143767 1.976382 4.11 8.44 1.85 -0.18
C -1.027582 -0.838100 0.931976 2.70 -5.70 3.72 -0.34
C -1.376524 -1.198614 -0.419829 -5.44 1.14 -2.22 -0.13
H -1.114603 -0.225339 -1.060096 -0.16 -2.69 0.42 0.18
H -2.508869 -1.156869 -0.341111 0.56 0.29 -0.63 0.15
H 0.025866 -0.860050 0.986943 1.86 0.02 -0.01 0.11
C -1.355874 0.362275 1.564736 -8.29 4.54 -1.40 -0.29
N -0.592275 1.089267 2.395901 5.99 0.34 5.82 -0.05
C 0.713194 1.557626 2.061844 -3.16 1.14 0.44 -0.42
O 1.366643 2.100396 2.922436 1.29 -0.26 0.31 0.09
C 0.955274 1.700167 0.630811 -4.24 3.37 -1.82 -0.03
C -0.180377 2.668350 -0.229414 4.93 -2.57 5.57 0.05
C 0.281954 2.841254 -1.445024 3.30 -2.24 -1.84 -0.13
C 1.342212 2.188707 -2.168226 -1.61 -5.10 3.51 -0.12
C 1.885797 1.011496 -1.316961 1.73 4.10 -9.92 -0.04
C 1.910960 1.005063 -0.036172 -2.21 0.35 6.31 -0.11
H 2.431162 0.374137 0.645538 1.02 -0.80 -0.24 0.13
H 2.647913 0.427932 -1.819019 -0.20 -0.38 -0.35 0.09
C 1.394307 2.157513 -3.707699 5.19 2.83 3.26 -0.03
H 2.501880 1.832964 -3.837179 -1.58 0.78 -0.49 0.11
H 1.288117 3.209214 -4.048296 -0.15 -0.91 -0.29 0.09
H 0.877701 1.430582 -4.170226 -2.46 -2.16 -1.43 0.00
H -0.305296 3.366177 -2.018429 -2.91 3.62 -3.26 0.05
H -0.784914 3.445017 0.269209 -0.09 -1.11 -0.07 0.12
C -0.613261 0.882652 4.000670 -16.22 2.26 -9.39 0.05
H -1.333319 -0.005235 4.092164 1.45 1.16 0.28 0.11
H 0.170056 0.840467 4.399472 11.75 -0.58 5.76 -0.02
C -1.547425 2.219767 4.460541 -2.54 -7.69 -5.00 -0.25
N -1.783626 1.921889 5.739566 -2.90 6.03 5.66 -0.22
C -3.012440 1.199231 5.956179 -3.01 3.23 4.56 -0.17
H -2.742449 0.307810 5.616071 0.21 -4.57 -0.81 -0.01
H -4.092326 1.459568 5.466530 2.70 0.27 0.59 0.12
H -3.255361 1.256778 7.241328 0.79 -0.75 -3.93 0.16
C -2.191268 3.528990 6.393532 0.38 -3.12 -1.23 0.02
H -1.324457 4.215022 6.267265 -0.74 -0.68 0.30 0.08
H -2.542716 3.278414 7.392807 0.53 0.46 0.14 0.04
H -3.083712 3.793786 5.800963 0.55 0.19 0.03 0.06
H -2.680915 2.208372 3.734348 2.97 -0.20 1.65 0.18
H -1.184988 3.073861 4.156096 2.67 4.41 -0.89 0.04
H -2.569369 0.348982 2.177719 3.30 -0.17 -1.95 0.21
H -1.508521 1.191833 0.778039 -0.76 -1.62 0.26 0.12
H -0.678225 -1.859160 3.034929 -1.31 -0.96 -2.82 0.18
H -2.215785 -2.243899 2.229572 -4.91 -0.12 1.15 0.06
H -1.111236 -4.146504 1.873061 0.68 1.34 -0.91 0.14
H 0.359107 -3.427597 1.162638 -2.40 1.44 0.10 0.16
H -1.135070 -4.540220 -0.505783 0.20 -1.29 -0.27 0.12
H -2.305272 -3.599939 0.262482 -10.08 -0.15 2.88 0.02
H 0.880619 -1.732324 -0.880491 -0.20 0.07 0.25 0.10
H 0.677437 -3.461010 -1.444607 -0.06 2.06 -0.27 0.16
H -1.865081 -1.690773 -3.160608 -0.26 0.17 -0.92 0.11
H -1.481174 -0.927802 -5.596346 1.68 0.16 0.51 0.13
H 0.669617 -0.504826 -6.523617 -0.11 0.34 -1.68 0.12
H 2.667429 -1.086475 -5.256899 -1.35 0.68 0.09 0.12
H 4.133716 -2.558064 -4.140141 -0.62 0.09 0.63 0.08
H 4.641981 -2.428582 -2.371207 -1.03 1.05 -1.34 0.11